No. 1
Here is 8 unconnected molecules or ions with the total composition C28H76N4O12 from the OMol25 dataset. Energies are from ωB97M-V/def2-TZVPD.

Structure (ORCA input):
```
! wB97M-V def2-TZVPD RIJCOSX def2/J DEFGRID3
* xyz 0 1
C 7.181 -1.821 5.215
O 8.349 -1.003 5.143
C 8.091 0.401 5.050
C 9.298 1.226 4.650
N 10.104 1.341 5.823
C 11.371 2.060 5.631
C 12.098 2.145 6.956
O 12.816 0.950 7.323
C 13.273 0.897 8.676
H 6.611 -1.898 4.289
H 6.523 -1.627 6.062
H 7.455 -2.856 5.419
H 7.715 0.827 5.980
H 7.333 0.547 4.280
H 8.869 2.189 4.371
H 9.881 0.835 3.817
H 10.327 0.494 6.327
H 10.989 3.032 5.317
H 11.980 1.670 4.815
H 11.427 2.433 7.765
H 12.854 2.909 6.774
H 14.029 0.117 8.770
H 12.477 0.610 9.364
H 13.704 1.860 8.950
C 3.325 4.284 4.892
O 2.381 3.418 5.509
C 1.059 3.547 4.999
C 0.075 2.721 5.827
N 0.162 1.264 5.707
C -1.042 0.638 6.239
C -0.948 -0.883 6.362
O 0.267 -1.217 7.044
C 0.604 -2.575 7.011
H 3.091 5.326 5.109
H 3.321 4.159 3.809
H 4.342 4.143 5.260
H 0.946 3.237 3.960
H 0.654 4.559 5.031
H -0.914 3.091 5.557
H 0.131 3.064 6.860
H 0.977 1.114 6.284
H -1.899 0.912 5.625
H -1.160 1.013 7.256
H -1.052 -1.320 5.369
H -1.830 -1.278 6.866
H -0.143 -3.247 7.435
H 1.488 -2.641 7.645
H 0.825 -2.924 6.003
C -12.065 -4.300 0.027
O -12.314 -3.870 -1.311
C -13.046 -2.618 -1.414
C -12.479 -1.403 -0.686
N -11.312 -0.797 -1.376
C -10.027 -1.583 -1.227
C -8.864 -0.970 -1.933
O -8.456 0.298 -1.407
C -7.713 1.149 -2.274
H -12.944 -4.549 0.622
H -11.460 -3.626 0.634
H -11.456 -5.191 -0.129
H -14.003 -2.815 -0.931
H -13.252 -2.292 -2.434
H -12.298 -1.623 0.366
H -13.251 -0.634 -0.682
H -11.073 0.062 -0.901
H -10.085 -2.567 -1.692
H -9.699 -1.718 -0.197
H -9.071 -0.905 -3.002
H -7.966 -1.587 -1.917
H -7.569 2.131 -1.821
H -8.247 1.356 -3.202
H -6.678 0.822 -2.373
C -4.844 -1.159 -9.125
O -3.502 -1.627 -9.253
C -2.682 -1.308 -8.159
C -1.299 -1.981 -8.347
N -0.500 -1.208 -9.355
C 0.787 -1.798 -9.503
C 0.734 -3.109 -10.316
O 1.619 -2.946 -11.433
C 1.874 -4.227 -11.985
H -4.988 -0.132 -8.787
H -5.419 -1.884 -8.550
H -5.227 -1.259 -10.141
H -3.186 -1.671 -7.263
H -2.611 -0.230 -8.014
H -1.348 -3.053 -8.536
H -0.798 -1.922 -7.381
H -1.013 -1.179 -10.224
H 1.233 -1.880 -8.512
H 1.383 -1.024 -9.987
H -0.236 -3.402 -10.718
H 1.078 -3.843 -9.588
H 2.491 -4.076 -12.870
H 0.989 -4.693 -12.418
H 2.247 -4.937 -11.247
C -0.484 0.866 0.034
O 0.437 0.199 0.891
H -1.459 0.715 0.497
H -0.317 1.943 0.025
H -0.420 0.548 -1.006
H 0.529 0.669 1.723
C -1.521 8.424 -3.390
O -0.845 7.151 -3.359
H -1.060 9.101 -4.109
H -2.539 8.303 -3.761
H -1.471 8.846 -2.387
H -0.884 6.774 -4.241
C 4.590 3.289 -1.488
O 5.970 3.634 -1.772
H 3.868 4.105 -1.516
H 4.242 2.510 -2.167
H 4.699 3.004 -0.442
H 6.525 2.892 -1.520
C -0.260 -5.074 0.272
O 0.490 -4.579 -0.828
H -1.279 -4.719 0.426
H -0.334 -6.161 0.303
H 0.224 -4.785 1.205
H 0.431 -3.621 -0.844
*
```

The calculation puts the HOMO energy at -8.5771 eV. As for the structure (SMILES): COCCNCCOC.COCCNCCOC.COCCNCCOC.COCCNCCOC.CO.CO.CO.CO. The calculation puts the energy above the lowest of the compared OMol25 structures with the same formula, charge and spin at 4.152 eV. The calculation puts the total energy at -60788.7023 eV. The calculation puts the LUMO energy at 0.0110 hartree. The largest force on an atom is 2.76 eV/Å. The molar mass is 660.93 g/mol. For the orbital gap, the calculation gives 0.3262 hartree.


No. 2
Here is a molecular structure, C28H77FeN9O13 from the OMol25 dataset. Energies are from ωB97M-V/def2-TZVPD.

Structure (ORCA input):
```
! wB97M-V def2-TZVPD RIJCOSX def2/J DEFGRID3
* xyz -1 6
Fe 18.229 17.521 13.563
N 15.591 19.575 12.778
O 15.852 20.672 13.120
O 16.267 18.647 13.214
O 14.620 19.313 12.025
N 19.812 20.122 12.382
O 19.029 19.242 12.745
O 20.170 20.324 11.204
O 20.293 20.866 13.176
C 16.127 13.834 13.052
C 17.168 14.977 12.888
C 17.083 15.737 11.573
O 17.988 16.830 11.683
C 17.916 17.462 10.388
N 16.965 15.874 14.016
H 15.121 14.163 12.792
H 16.117 13.383 14.045
H 16.427 13.025 12.386
H 18.214 14.672 12.862
H 16.054 16.073 11.444
H 17.432 15.057 10.796
H 17.637 16.764 9.598
H 18.907 17.868 10.185
H 17.138 18.225 10.378
H 15.964 15.930 14.142
H 17.137 15.487 14.933
C 12.160 21.192 15.006
C 11.064 20.764 14.091
C 9.947 21.809 13.837
O 8.998 21.222 12.960
C 7.907 22.124 12.811
N 11.792 20.569 12.831
H 11.612 21.800 15.726
H 12.705 22.084 14.700
H 12.728 20.416 15.520
H 10.713 19.785 14.419
H 10.382 22.693 13.370
H 9.586 22.080 14.829
H 6.968 21.600 12.635
H 8.035 22.869 12.025
H 7.716 22.561 13.792
H 12.691 20.134 12.983
H 11.300 19.944 12.209
C 11.938 16.986 10.092
C 12.898 17.712 9.179
C 12.358 19.106 8.700
O 13.201 19.445 7.508
C 12.705 20.668 6.923
N 14.264 17.696 9.641
H 12.342 16.076 10.536
H 10.959 16.853 9.632
H 11.776 17.644 10.945
H 12.920 17.141 8.251
H 12.480 19.721 9.591
H 11.287 19.027 8.512
H 12.960 21.512 7.564
H 11.627 20.751 6.783
H 13.137 20.809 5.932
H 14.287 18.208 10.511
H 14.857 18.368 9.176
C 13.265 23.495 9.798
C 14.079 22.562 10.667
C 15.606 23.053 10.595
O 16.038 22.940 9.244
C 17.480 23.118 9.096
N 13.617 22.771 12.068
H 13.314 24.521 10.163
H 12.199 23.271 9.775
H 13.523 23.445 8.740
H 14.000 21.503 10.424
H 16.223 22.399 11.211
H 15.893 24.053 10.920
H 18.055 23.681 9.832
H 17.706 23.607 8.149
H 17.960 22.156 8.914
H 14.186 22.139 12.612
H 12.689 22.411 12.242
C 21.119 24.935 16.592
C 20.342 23.842 17.192
C 19.000 23.697 16.453
O 19.298 23.207 15.153
C 18.102 23.009 14.374
N 21.085 22.576 17.335
H 21.982 25.101 17.237
H 20.470 25.810 16.560
H 21.405 24.796 15.550
H 20.030 24.159 18.188
H 18.458 24.643 16.411
H 18.345 23.012 16.990
H 17.405 22.329 14.864
H 18.336 22.510 13.434
H 17.592 23.954 14.186
H 20.659 22.196 18.169
H 22.049 22.678 17.620
C 13.306 15.991 17.791
C 14.191 17.129 17.223
C 13.869 17.454 15.735
O 14.107 16.429 14.760
C 13.549 16.668 13.520
N 14.105 18.217 18.129
H 12.271 16.306 17.920
H 13.694 15.631 18.744
H 13.315 15.112 17.146
H 15.259 16.931 17.312
H 14.562 18.224 15.396
H 12.846 17.825 15.663
H 13.025 15.742 13.286
H 14.248 17.032 12.766
H 12.683 17.329 13.552
H 13.451 18.168 18.896
H 13.680 18.921 17.542
C 13.368 21.387 21.249
C 13.945 20.763 19.989
C 13.984 21.617 18.730
O 14.298 20.919 17.524
C 14.879 21.804 16.625
N 15.253 20.258 20.325
H 14.115 21.968 21.789
H 13.064 20.594 21.934
H 12.534 22.016 20.938
H 13.287 19.906 19.851
H 14.699 22.412 18.941
H 12.996 22.056 18.590
H 14.775 21.286 15.671
H 15.947 21.841 16.840
H 14.373 22.768 16.568
H 15.934 21.004 20.340
H 15.214 20.048 21.312
*
```

The calculation puts the HOMO energy (spin up / spin down) at -1.7777 / -5.3389 eV. The calculation puts the total energy at -104686.6823 eV. The calculation puts the LUMO energy (spin up / spin down) at 0.0816 / 0.0815 hartree. The largest force on an atom is 3.95 eV/Å. The molar mass is 803.82 g/mol. For the orbital gap (spin up / spin down), the calculation gives 0.1469 / 0.2777 hartree.